# 1
Entry from OMol25: a cluster of 2 separate species, C3H4N2O4 in total at a distorted geometry (ωB97M-V/def2-TZVPD).

Computed properties:
2S+1	3
total charge	0
highest occupied orbital energy (spin up / spin down)	-0.2214 / -0.3918	hartree
ΔE to the lowest compared entry with this formula, charge and spin	84.2	kcal/mol
<S²>	2.009
molecular weight	132.075	g/mol

Each line ends with the Mulliken charge.
Geometry (Å):
C -0.831 1.157 0.513  0.644
C -0.900 2.420 0.233  -0.793
C 1.772 -0.709 0.441  -0.285
N 1.097 -1.406 -0.368  -0.142
N 2.490 0.365 -0.058  0.938
O 2.837 1.258 0.762  -0.547
O -0.803 0.052 0.852  -0.365
O 0.574 -2.534 -0.043  -0.272
O 2.868 0.266 -1.197  -0.496
H 0.474 -2.742 0.872  0.332
H 0.025 2.921 -0.321  0.203
H -1.764 3.019 0.282  0.346
H 1.782 -0.804 1.486  0.436

---

# 2
Entry from OMol25: the molecule C3H4N2OS at a distorted geometry (ωB97M-V/def2-TZVPD).

Computed properties:
total charge	0
structure (SMILES)	CSNC(=O)C#N
highest occupied orbital energy	-0.3685	hartree
ΔE to the lowest compared entry with this formula, charge and spin	26.3	kcal/mol
molecular weight	116.145	g/mol

Each line ends with the Mulliken charge.
Geometry (Å):
C 1.632 0.417 0.671  -0.768
S 1.073 -0.088 -1.017  -0.027
N -0.283 -1.066 -0.713  -0.241
C -1.470 -0.549 -0.326  0.696
O -2.428 -1.198 0.104  -0.551
C -1.593 0.922 -0.486  0.082
N -1.908 2.023 -0.561  -0.348
H 0.850 1.044 1.095  0.275
H 2.490 1.026 0.489  0.322
H 1.852 -0.454 1.254  0.283
H -0.214 -2.077 -0.510  0.277

---

# 3
Entry from OMol25: a structure of composition C3H4N2OS at a distorted geometry (ωB97M-V/def2-TZVPD).

Computed properties:
total charge	0
highest occupied orbital energy	-0.3189	hartree
ΔE to the lowest compared entry with this formula, charge and spin	56.9	kcal/mol
molecular weight	116.145	g/mol

Each line ends with the Mulliken charge.
Geometry (Å):
C -1.001 -0.033 -0.066  0.571
C 0.553 1.256 -0.195  -0.103
C 1.159 0.114 -0.253  0.049
H -3.029 -0.582 -0.046  0.268
H -1.939 -1.981 0.072  0.233
H 0.919 2.254 -0.027  0.395
H 3.316 0.016 1.212  0.149
N -1.977 -0.968 -0.101  -0.438
N -0.925 1.238 -0.155  -0.544
O 0.085 -0.877 -0.255  -0.308
S 2.837 -0.437 -0.186  -0.273

---

# 4
Entry from OMol25: the molecule C3H4N2OS at a distorted geometry (ωB97M-V/def2-TZVPD).

Computed properties:
total charge	0
highest occupied orbital energy	-0.3032	hartree
ΔE to the lowest compared entry with this formula, charge and spin	80.8	kcal/mol
molecular weight	116.145	g/mol

Each line ends with the Mulliken charge.
Geometry (Å):
C -2.544 -0.105 1.027  -0.100
C -0.220 0.275 -1.124  -0.071
C -0.021 -0.311 1.240  -0.246
N -1.422 -0.209 1.357  -0.077
N 0.391 -0.339 -0.117  -0.196
O 2.140 0.668 -2.219  -0.573
S 0.691 0.676 -2.545  0.255
H -1.345 0.183 -1.040  0.176
H 0.475 0.633 1.797  0.286
H 0.425 -1.222 1.762  0.286
H 1.430 -0.249 -0.138  0.261

---

# 5
Entry from OMol25: the molecule C3H4N2OS at a distorted geometry (ωB97M-V/def2-TZVPD).

Computed properties:
total charge	0
highest occupied orbital energy	-0.3366	hartree
ΔE to the lowest compared entry with this formula, charge and spin	102.2	kcal/mol
molecular weight	116.145	g/mol

Each line ends with the Mulliken charge.
Geometry (Å):
C -0.226 -0.774 -0.484  -0.327
C 0.332 0.191 -1.230  -0.160
C 0.339 -1.158 0.841  0.181
N 1.133 -0.554 1.613  -0.523
N 0.783 2.236 1.007  -0.495
O 1.487 0.719 -0.905  -0.382
S 1.835 1.199 0.667  0.405
H -1.073 -1.269 -0.682  0.428
H -0.147 0.468 -2.128  0.371
H -0.220 -2.123 1.297  0.243
H 1.019 3.200 0.978  0.260

---

# 6
Entry from OMol25: a cluster of 2 separate species, C3H4N2OS in total at a distorted geometry (ωB97M-V/def2-TZVPD).

Computed properties:
total charge	0
highest occupied orbital energy	-0.3314	hartree
ΔE to the lowest compared entry with this formula, charge and spin	96.1	kcal/mol
molecular weight	116.145	g/mol

Each line ends with the Mulliken charge.
Geometry (Å):
C -0.522 -0.525 0.312  0.343
C 0.299 0.648 0.401  -0.552
C 4.228 -0.049 0.470  0.385
N -1.744 -0.343 0.208  -0.569
N 3.190 -0.033 1.082  -0.351
O -0.282 1.727 -0.084  -0.316
S 5.529 0.059 -0.394  -0.374
H -0.036 -1.548 0.469  0.320
H -2.370 -1.149 0.156  0.259
H 2.205 -0.015 1.022  0.458
H -1.167 1.358 -0.434  0.397

---

# 7
Entry from OMol25: the molecule C3H4N2OS at a distorted geometry (ωB97M-V/def2-TZVPD).

Computed properties:
total charge	0
structure (SMILES)	[H]/N=C\N(C=O)C=S
highest occupied orbital energy	-0.3393	hartree
ΔE to the lowest compared entry with this formula, charge and spin	86.0	kcal/mol
molecular weight	116.145	g/mol

Each line ends with the Mulliken charge.
Geometry (Å):
H -2.362 -1.030 0.485  0.270
N -1.690 -1.379 -0.302  -0.485
C -0.716 -0.872 -0.774  0.141
N 0.055 0.231 -0.122  0.078
C 1.153 0.682 -0.761  0.241
O 1.721 0.127 -1.809  -0.563
C 0.129 0.615 1.256  -0.048
S -0.936 -0.116 2.334  -0.290
H 0.072 -1.403 -1.654  0.276
H 1.815 1.519 -0.204  0.177
H 0.757 1.626 1.551  0.203

---

# 8
Entry from OMol25: the molecule C3H4N2OS (ωB97M-V/def2-TZVPD).

Computed properties:
total charge	0
structure (SMILES)	Cc1n[nH]oc1=S
highest occupied orbital energy	-0.3282	hartree
ΔE to the lowest compared entry with this formula, charge and spin	57.6	kcal/mol
molecular weight	116.145	g/mol

Each line ends with the Mulliken charge.
Geometry (Å):
C -0.307 -1.081 1.221  -1.124
C 0.126 -0.123 0.174  0.610
N 1.260 0.498 0.148  -0.444
N 1.351 1.185 -1.002  -0.056
O 0.086 1.176 -1.648  -0.216
C -0.680 0.282 -0.978  0.330
S -2.166 -0.174 -1.456  -0.305
H -0.500 -2.036 0.755  0.303
H 0.475 -1.166 1.972  0.324
H -1.259 -0.726 1.658  0.307
H 1.614 2.167 -0.844  0.270

---

# 9
Entry from OMol25: a cluster of 2 separate species, C3H4N2OS in total at a distorted geometry (ωB97M-V/def2-TZVPD).

Computed properties:
total charge	0
highest occupied orbital energy (spin up / spin down)	-0.3570 / -0.3405	hartree
ΔE to the lowest compared entry with this formula, charge and spin	107.1	kcal/mol
molecular weight	116.145	g/mol

Each line ends with the Mulliken charge.
Geometry (Å):
C 1.343 -0.565 -1.374  -0.323
C 1.241 0.231 -0.189  -0.012
C -0.238 -1.322 -0.132  0.168
N 0.341 -1.481 -1.300  -0.546
N 0.350 -0.371 0.585  -0.428
O -0.644 1.779 1.564  -0.340
S -1.998 1.942 0.858  0.153
H 1.877 -0.624 -2.304  0.409
H 1.778 0.990 0.362  0.431
H -1.127 -1.945 0.252  0.329
H -2.923 1.365 1.679  0.159

---

# 10
Entry from OMol25: the molecule C3H4N2OS2 at a distorted geometry (ωB97M-V/def2-TZVPD).

Computed properties:
total charge	0
structure (SMILES)	[H]/N=C(/C=S)NSC=O
highest occupied orbital energy	-0.3329	hartree
ΔE to the lowest compared entry with this formula, charge and spin	83.1	kcal/mol
molecular weight	148.212	g/mol

Each line ends with the Mulliken charge.
Geometry (Å):
H 0.397 2.455 0.500  0.225
N -0.504 2.000 0.533  -0.631
C -0.587 0.806 -0.176  0.745
C -1.874 0.114 0.185  -0.394
S -2.809 -0.916 -0.597  -0.225
N 0.171 0.034 -1.012  -0.358
S 1.906 0.177 -0.882  0.025
C 2.007 -1.183 0.236  0.222
O 1.017 -1.897 0.644  -0.500
H -2.522 0.583 0.980  0.318
H -0.312 -0.996 -0.826  0.303
H 3.111 -1.178 0.415  0.270

---

# 11
Entry from OMol25: the molecule C3H4N2S at a distorted geometry (ωB97M-V/def2-TZVPD).

Computed properties:
total charge	0
structure (SMILES)	[H]/N=C1/C=NCS1
highest occupied orbital energy	-0.3452	hartree
ΔE to the lowest compared entry with this formula, charge and spin	38.8	kcal/mol
molecular weight	100.146	g/mol

Each line ends with the Mulliken charge.
Geometry (Å):
H 1.597 1.996 -1.307  0.259
N 0.646 1.688 -1.359  -0.646
C 0.278 0.887 -0.430  0.415
C -0.900 0.056 -0.596  -0.009
N -0.981 -1.022 0.046  -0.419
C -0.054 -1.175 1.049  -0.315
S 1.013 0.489 1.143  -0.166
H -1.445 0.415 -1.532  0.299
H -0.715 -1.235 2.040  0.275
H 0.562 -2.099 0.946  0.305

---

# 12
Entry from OMol25: the molecule C3H4N2S at a distorted geometry (ωB97M-V/def2-TZVPD).

Computed properties:
total charge	0
structure (SMILES)	Sc1cn[nH]c1
highest occupied orbital energy	-0.3409	hartree
ΔE to the lowest compared entry with this formula, charge and spin	25.8	kcal/mol
molecular weight	100.146	g/mol

Each line ends with the Mulliken charge.
Geometry (Å):
S -2.038 -0.821 -1.032  -0.268
C -0.515 -0.359 -0.239  0.068
C -0.156 -0.547 1.092  -0.143
N 0.950 0.053 1.382  -0.799
N 1.367 0.563 0.270  0.300
C 0.561 0.282 -0.773  -0.364
H -2.532 0.428 -1.006  0.129
H -0.729 -1.169 1.793  0.411
H 2.218 1.127 0.296  0.231
H 0.872 0.444 -1.784  0.435